1.
Computed, not measured: a cluster of 2 separate species, C12H25F3N3O5PS in total at a distorted geometry, with ωB97M-V/def2-TZVPD.

The geometry in XYZ format:
```
50
Properties=species:S:1:pos:R:3
C 5.583 3.696 1.568
C 4.446 3.835 0.897
C 3.066 3.837 0.022
O 2.584 2.463 0.046
S 0.900 2.365 -0.080
O 0.544 3.375 -1.182
O 0.114 2.968 1.293
C 0.900 2.805 2.510
C 1.375 4.276 2.989
O 0.447 5.236 2.366
C 1.271 4.529 4.577
F 2.063 3.562 5.299
F 1.678 5.866 4.970
F -0.123 4.320 4.964
H 6.554 3.177 1.936
H 2.319 4.619 0.413
H 3.378 4.149 -1.052
H 0.158 2.420 3.327
H 1.736 2.020 2.448
H 2.448 4.542 2.620
H 0.884 6.120 2.279
O -0.501 -0.828 -0.611
P -1.497 -1.806 -1.264
N -1.341 -2.943 -0.008
C -0.687 -4.231 -0.035
C -1.777 -2.549 1.326
N -0.443 -2.194 -2.573
C 0.015 -3.520 -2.947
C 0.609 -1.228 -2.905
N -2.679 -2.888 -2.036
C -3.323 -2.182 -3.172
C -3.785 -3.424 -1.228
H -1.018 -4.837 -0.881
H -0.930 -4.841 0.841
H 0.402 -4.124 -0.066
H -2.870 -2.601 1.398
H -1.479 -1.523 1.565
H -1.367 -3.181 2.118
H 0.825 -3.869 -2.300
H 0.394 -3.526 -3.975
H -0.787 -4.260 -2.949
H 1.450 -1.295 -2.207
H 0.215 -0.206 -2.891
H 0.992 -1.384 -3.918
H -3.922 -1.336 -2.817
H -3.969 -2.858 -3.739
H -2.586 -1.793 -3.877
H -4.329 -2.628 -0.710
H -3.444 -4.155 -0.493
H -4.494 -3.974 -1.857
```

## Properties
LUMO: -0.03235 Ha
E_HOMO: -7.91 eV
total energy: -2051.52293 hartree
orbital gap: 0.2583 hartree
total charge: 0



2.
Computed, not measured: a structure of composition C12H25N2O2Sr at a distorted geometry, with ωB97M-V/def2-TZVPD.

The geometry in XYZ format:
```
42
Properties=species:S:1:pos:R:3
C -1.602 0.076 3.184
C -1.690 0.378 1.574
C -3.251 0.918 1.309
C -1.579 -1.045 0.770
C -0.103 -1.297 0.107
C -0.259 -1.267 -1.537
C 1.134 -1.635 -2.318
O 0.984 -2.927 -3.066
C 1.450 -0.431 -3.413
N 2.748 0.308 -3.152
C 1.099 -0.357 0.697
C 0.673 1.160 1.124
C 1.412 1.497 2.559
C 1.398 2.174 0.008
N -0.796 1.481 1.071
O -1.215 1.740 -0.200
H -1.454 1.034 3.856
H -2.614 -0.476 3.480
H -0.747 -0.737 3.342
H -4.014 0.477 2.106
H -3.594 0.735 0.199
H -3.251 2.092 1.493
H -2.370 -1.039 -0.124
H -1.925 -1.919 1.487
H 0.193 -2.423 0.375
H -1.058 -2.117 -1.792
H -0.740 -0.241 -1.830
H 2.048 -1.828 -1.578
H 0.169 -2.761 -3.659
H 1.396 -0.943 -4.484
H 0.595 0.402 -3.429
H 2.991 0.301 -2.119
H 2.616 1.331 -3.405
H 1.545 -0.897 1.657
H 2.021 -0.261 -0.055
H 1.221 0.550 3.254
H 0.929 2.407 3.122
H 2.561 1.597 2.356
H 0.926 3.260 0.135
H 2.564 2.297 0.215
H 1.233 1.795 -1.107
Sr -1.644 -3.408 -2.213
```

## Properties
<S²>: 0.755
LUMO (alpha / beta): -0.33867 / -0.33878 Ha
spin multiplicity: 2
E_HOMO (alpha / beta): -14.80 / -15.05 eV
total energy: -761.91493 hartree
orbital gap (alpha / beta): 0.2051 / 0.2142 hartree
total charge: +2



3.
Computed, not measured: the ion C12H25N3 with charge +2 at a distorted geometry, with ωB97M-V/def2-TZVPD.

The geometry in XYZ format:
```
40
Properties=species:S:1:pos:R:3
C -0.988 0.037 -1.460
C -0.856 1.413 -1.997
C -0.079 1.143 -3.291
C -0.114 -0.336 -3.546
C -0.409 1.309 1.792
C 0.668 0.278 1.244
C -1.326 -0.372 0.310
C -2.674 -1.103 0.368
C 2.793 -0.965 1.785
C 2.205 1.401 2.831
C -0.402 -2.280 -1.956
C 1.695 -0.020 2.327
N -0.124 -0.846 0.735
N -0.644 -0.893 -2.297
N -1.549 1.027 0.905
H -1.864 1.623 -2.307
H -0.260 2.054 -1.350
H -0.563 1.836 -4.046
H 0.859 1.687 -3.108
H -0.798 -0.684 -4.282
H 0.964 -0.735 -3.622
H -0.675 1.175 2.887
H -0.041 2.386 1.755
H 1.145 0.742 0.387
H -2.529 -2.191 0.330
H -3.137 -0.828 -0.571
H -3.267 -0.939 1.265
H 3.473 -0.361 1.138
H 2.282 -1.887 1.420
H 3.434 -1.180 2.741
H 1.940 2.066 1.974
H 3.297 1.453 2.950
H 1.735 1.575 3.853
H -1.359 -2.860 -1.710
H 0.171 -2.351 -0.987
H 0.103 -2.878 -2.681
H 1.272 -0.667 3.109
H -0.224 -1.607 1.385
H -2.491 0.979 1.535
H -1.659 1.796 0.183
```

## Properties
<S²>: 2.012
LUMO (alpha / beta): -0.23674 / -0.42819 Ha
spin multiplicity: 3
E_HOMO (alpha / beta): -13.19 / -16.94 eV
total energy: -635.64468 hartree
orbital gap (alpha / beta): 0.2479 / 0.1944 hartree
total charge: +2



4.
Computed, not measured: an isolated molecule of C12H25N3O3 at a distorted geometry, with ωB97M-V/def2-TZVPD.

The geometry in XYZ format:
```
43
Properties=species:S:1:pos:R:3
C -5.955 1.041 0.101
C -4.939 -0.143 -0.077
C -3.534 0.368 0.265
C -2.924 1.550 -0.493
C -2.651 -0.947 -0.012
N -3.118 -2.030 0.777
C -1.211 -0.653 0.388
O -0.762 -0.487 1.586
N -0.251 -0.582 -0.619
C 1.102 -0.189 -0.143
C 2.074 -0.628 -1.198
C 3.563 -0.945 -0.803
C 4.369 0.182 -0.228
C 5.879 -0.363 0.133
N 6.587 0.355 1.342
C 1.257 1.286 0.129
O 1.679 2.053 -0.785
O 0.758 1.694 1.261
H -6.904 0.979 -0.641
H -5.210 1.868 -0.225
H -6.416 1.009 1.107
H -4.984 -0.464 -1.198
H -5.277 -1.112 0.482
H -3.476 0.559 1.414
H -3.576 2.343 -0.384
H -2.056 1.780 0.053
H -2.715 1.309 -1.531
H -2.672 -1.235 -1.097
H -3.219 -1.461 1.705
H -2.603 -2.969 0.798
H -0.401 -1.061 -1.558
H 1.355 -0.822 0.768
H 1.878 -1.492 -1.870
H 2.142 0.023 -1.998
H 4.195 -1.034 -1.801
H 3.502 -1.860 -0.268
H 4.461 1.026 -0.943
H 4.078 0.498 0.754
H 5.912 -1.590 0.283
H 6.576 -0.286 -0.792
H 6.242 0.025 2.353
H 7.002 1.394 1.250
H 0.243 1.010 1.714
```

## Properties
LUMO: 0.01868 Ha
E_HOMO: -8.61 eV
total energy: -862.09453 hartree
ΔE to the lowest compared entry with this formula, charge and spin: 114.7 kcal per mole
orbital gap: 0.3351 hartree
total charge: 0
structure (SMILES): CC[C@H](C)[C@H](N)C(=O)N[C@@H](CCCCN)C(=O)O



5.
Computed, not measured: an isolated molecule of C12H25N5O3 at a distorted geometry, with ωB97M-V/def2-TZVPD.

The geometry in XYZ format:
```
45
Properties=species:S:1:pos:R:3
H -2.169 -4.368 2.711
N -2.564 -3.495 2.360
C -1.632 -2.592 2.473
N -2.150 -1.281 2.767
N -0.272 -2.657 2.621
C 0.540 -1.563 2.224
C 1.860 -1.997 1.374
C 1.503 -2.217 -0.180
C 1.096 -0.930 -0.970
N -0.190 -0.518 -0.452
C -0.807 0.679 -0.205
O -1.911 0.761 0.353
C 0.043 1.858 -0.786
N -0.200 1.837 -2.191
C -0.358 3.129 -0.045
C 0.309 3.226 1.347
C -0.114 4.429 -0.865
C 1.386 4.499 -1.131
C 1.038 -1.481 -2.428
O 1.733 -2.359 -2.829
O 0.261 -0.774 -3.260
H -2.980 -1.198 2.259
H -1.560 -0.448 2.607
H -0.024 -3.525 2.315
H 0.087 -0.777 1.353
H 0.870 -0.903 3.058
H 2.528 -1.221 1.223
H 2.289 -3.064 1.563
H 0.716 -2.966 -0.330
H 2.414 -2.692 -0.642
H 1.884 -0.175 -1.036
H -0.972 -1.244 -0.596
H 1.121 1.558 -0.669
H 0.313 2.309 -2.878
H -1.164 2.121 -2.179
H -1.533 2.993 -0.043
H 1.392 3.406 1.230
H -0.070 3.962 2.075
H 0.411 2.203 1.703
H -0.629 4.300 -1.811
H -0.260 5.466 -0.382
H 1.790 3.782 -1.958
H 1.964 4.437 -0.118
H 1.553 5.559 -1.440
H -0.184 0.017 -2.716
```

## Properties
LUMO: 0.01208 Ha
E_HOMO: -8.41 eV
total energy: -971.65013 hartree
ΔE to the lowest compared entry with this formula, charge and spin: 102.0 kcal per mole
orbital gap: 0.3210 hartree
total charge: 0
structure (SMILES): [H]/N=C(/N)NCCC[C@H](NC(=O)[C@@H](N)[C@@H](C)CC)C(=O)O



6.
Computed, not measured: a cluster of 3 separate species, C12H25NO9P2 in total, with ωB97M-V/def2-TZVPD.

The geometry in XYZ format:
```
49
Properties=species:S:1:pos:R:3
C 4.045 1.580 -0.394
C 2.562 1.221 -0.615
C 2.045 0.152 0.371
C 2.209 -1.267 -0.215
P 0.342 0.414 1.119
C -0.013 2.223 0.918
C -1.441 2.564 1.382
O -2.201 2.962 0.248
P -1.094 -0.427 -0.310
N -2.561 0.090 -0.132
O -0.511 -0.141 -1.783
O -0.920 -2.016 -0.158
H 4.604 1.594 -1.331
H 4.538 0.857 0.263
H 4.158 2.563 0.069
H 1.969 2.131 -0.559
H 2.429 0.845 -1.633
H 2.693 0.194 1.256
H 3.188 -1.680 0.049
H 1.457 -1.971 0.138
H 2.139 -1.241 -1.304
H 0.747 2.755 1.499
H 0.071 2.542 -0.121
H -1.901 1.677 1.825
H -1.447 3.358 2.133
H -2.885 2.284 0.159
H -3.191 -0.666 0.119
H -1.245 -0.109 -2.415
H -0.894 -2.280 0.779
O -6.083 2.045 -5.049
C -5.437 2.137 -4.056
O -5.873 1.818 -2.817
C -4.754 1.836 -1.917
C -3.787 2.761 -2.634
O -4.156 2.574 -4.006
H -5.082 2.202 -0.948
H -4.359 0.828 -1.812
H -3.937 3.808 -2.367
H -2.744 2.496 -2.492
O 0.369 -3.206 2.018
C 1.419 -3.685 2.314
O 2.087 -4.581 1.563
C 3.401 -4.745 2.111
C 3.201 -4.308 3.551
O 2.101 -3.394 3.437
H 3.708 -5.780 1.996
H 4.085 -4.091 1.568
H 2.899 -5.132 4.199
H 4.051 -3.788 3.983
```

## Properties
LUMO: 0.01141 Ha
E_HOMO: -8.95 eV
total energy: -1886.93440 hartree
orbital gap: 0.3403 hartree
total charge: 0
structure (SMILES): CC[C@H](C)P(CCO)P(=N)(O)O.O=C1OCCO1.O=C1OCCO1



7.
Computed, not measured: a structure of composition C12H26AgN3O17S3 at a distorted geometry, with ωB97M-V/def2-TZVPD.

The geometry in XYZ format:
```
62
Properties=species:S:1:pos:R:3
Ag 2.551 -1.719 2.828
N 0.787 0.003 1.310
O 1.533 -0.874 0.861
O 0.922 0.270 2.484
O -0.056 0.564 0.555
C 3.523 1.749 -2.726
C 3.379 0.521 -1.755
O 4.634 0.397 -1.127
S 5.118 1.894 -0.682
O 6.612 1.939 -0.724
O 4.447 2.406 0.534
O 4.516 2.560 -2.092
H 2.570 2.275 -2.783
H 3.952 1.531 -3.704
H 3.190 -0.404 -2.300
H 2.647 0.600 -0.951
C -2.254 -1.683 -0.521
C -2.831 -2.678 -1.438
O -4.178 -2.858 -1.155
S -4.639 -2.111 0.205
O -4.424 -3.032 1.371
O -5.973 -1.497 -0.072
O -3.363 -1.064 -0.031
H -1.795 -0.918 -1.148
H -1.678 -1.970 0.358
H -2.345 -3.654 -1.412
H -2.938 -2.379 -2.481
C 3.128 -3.206 -0.941
C 1.573 -3.615 -0.939
O 1.113 -3.029 -2.126
S 2.221 -3.347 -3.355
O 2.183 -2.263 -4.337
O 2.113 -4.749 -3.842
O 3.450 -3.083 -2.285
H 3.861 -3.922 -0.570
H 3.323 -2.238 -0.479
H 0.993 -3.239 -0.096
H 1.542 -4.704 -0.972
C -2.672 2.113 3.147
C -2.126 1.917 4.554
O -2.640 2.397 5.546
N -1.025 1.164 4.584
C -0.239 0.867 5.761
H -2.250 2.956 2.599
H -3.753 2.132 3.284
H -2.336 1.315 2.484
H -0.678 0.909 3.670
H -0.887 0.573 6.587
H 0.226 1.798 6.084
H 0.532 0.145 5.491
C -0.178 2.593 -2.460
C -1.628 2.731 -2.043
O -2.453 3.323 -2.783
N -1.967 2.288 -0.851
C -3.327 2.203 -0.374
H 0.355 3.512 -2.214
H -0.059 2.448 -3.534
H 0.409 1.901 -1.857
H -1.338 1.643 -0.395
H -4.077 1.666 -0.955
H -3.787 3.191 -0.386
H -3.507 1.740 0.597
```

## Properties
<S²>: 0.755
LUMO (alpha / beta): -0.19723 / -0.31496 Ha
spin multiplicity: 2
E_HOMO (alpha / beta): -11.60 / -11.60 eV
total energy: -3257.08492 hartree
orbital gap (alpha / beta): 0.2289 / 0.1112 hartree
total charge: +1



8.
Computed, not measured: a cluster of 2 separate species, C12H26B2N2O8 in total at a distorted geometry, with ωB97M-V/def2-TZVPD.

The geometry in XYZ format:
```
50
Properties=species:S:1:pos:R:3
C 3.395 -0.211 -0.496
C 2.942 0.094 0.928
C 1.589 0.810 1.012
C 1.284 1.011 2.503
C 0.412 0.130 0.242
B 0.240 0.662 -1.269
N 0.671 -0.060 -2.474
O -0.352 1.892 -1.434
O -0.746 0.750 0.851
B -1.883 -0.203 0.671
C -3.083 0.569 -0.195
C -4.369 -0.172 -0.216
O -4.465 -1.177 -0.775
O -5.512 0.321 0.441
C -5.295 0.841 1.700
C -4.929 -0.090 2.823
O -5.400 1.974 1.885
O -1.254 -1.371 -0.010
C 0.028 -1.362 0.507
O -0.175 -1.662 1.902
C 0.945 -2.488 0.018
C 0.884 -2.735 -1.456
O 1.822 -2.966 -2.142
H 4.485 -0.182 -0.547
H 2.994 0.520 -1.205
H 3.079 -1.195 -0.828
H 3.679 0.772 1.361
H 2.973 -0.782 1.570
H 1.678 1.822 0.606
H 2.210 1.409 2.937
H 1.096 0.073 3.009
H 0.522 1.757 2.670
H 1.547 -0.559 -2.379
H 0.735 0.551 -3.287
H -0.577 1.976 -2.371
H -2.426 -0.450 1.729
H -3.151 1.576 0.218
H -2.743 0.674 -1.226
H -5.759 -0.201 3.512
H -4.100 0.385 3.330
H -4.579 -1.052 2.469
H 0.612 -2.096 2.250
H 1.953 -2.330 0.390
H 0.589 -3.404 0.493
H -0.115 -2.655 -1.913
N 3.712 1.770 -3.564
H 4.062 2.229 -2.719
H 4.375 1.049 -3.858
H 2.803 1.332 -3.354
H 3.599 2.459 -4.310
```

## Properties
LUMO: -0.09148 Ha
E_HOMO: -6.64 eV
total energy: -1233.99007 hartree
orbital gap: 0.1526 hartree
total charge: 0



9.
Computed, not measured: a structure of composition C12H26BBr6ClNO3S at a distorted geometry, with ωB97M-V/def2-TZVPD.

The geometry in XYZ format:
```
51
Properties=species:S:1:pos:R:3
C 5.420 2.482 4.050
C 4.853 0.932 4.266
O 3.520 0.885 4.913
B 2.623 -0.058 4.157
O 2.933 -1.501 4.212
C 1.358 0.585 3.262
Cl 2.158 1.355 1.764
C 0.362 -0.674 2.933
O -1.039 -0.315 2.667
C -1.217 1.123 2.422
C -0.609 2.111 3.580
S -0.181 3.823 2.848
N 0.668 1.568 4.182
H 4.538 3.283 4.079
H 6.207 2.737 4.900
H 5.951 2.570 2.987
H 4.818 0.362 3.219
H 5.694 0.385 4.908
H 3.308 -1.668 5.144
H 0.832 -1.387 2.098
H 0.345 -1.349 3.918
H -0.817 1.499 1.388
H -2.395 1.314 2.410
H -1.403 2.338 4.429
H -0.103 4.669 3.993
H 1.330 2.308 4.521
H 0.380 1.024 5.051
Br -2.154 0.324 0.809
C -2.974 1.428 -0.574
C -3.653 0.577 -1.622
Br -2.350 -0.216 -2.839
H -2.187 2.069 -0.979
H -3.706 2.046 -0.047
H -4.298 1.189 -2.258
H -4.238 -0.247 -1.202
Br -0.953 -1.618 -6.163
C -1.092 0.318 -6.362
C -1.490 0.695 -7.770
Br 0.022 0.544 -8.995
H -0.131 0.740 -6.054
H -1.863 0.622 -5.650
H -1.788 1.746 -7.818
H -2.293 0.074 -8.177
Br -1.183 -6.221 -2.245
C -1.742 -4.741 -3.387
C -2.096 -5.225 -4.773
Br -0.494 -5.602 -5.820
H -0.932 -4.007 -3.376
H -2.619 -4.316 -2.891
H -2.622 -4.444 -5.331
H -2.700 -6.137 -4.775
```

## Properties
LUMO: -0.12789 Ha
E_HOMO: -11.17 eV
total energy: -17080.12514 hartree
orbital gap: 0.2825 hartree
total charge: +1



10.
Computed, not measured: a cluster of 3 separate species, C12H26BN2O5 in total, with ωB97M-V/def2-TZVPD.

The geometry in XYZ format:
```
46
Properties=species:S:1:pos:R:3
N 1.214 -4.189 1.531
B 0.722 -2.841 1.788
O -0.243 -2.222 1.053
C 1.413 -2.018 2.963
C 2.475 -0.962 2.609
C 3.159 -0.762 3.982
C 3.077 -2.137 4.547
N 2.176 -2.824 3.960
H 1.245 -4.394 0.534
H 0.587 -4.900 1.902
H -0.969 -1.789 1.512
H 0.654 -1.481 3.549
H 2.048 -0.020 2.280
H 3.215 -1.345 1.907
H 4.204 -0.465 3.919
H 2.608 -0.062 4.618
H 3.703 -2.574 5.316
H 2.019 -3.814 4.114
O 2.683 1.727 1.239
C 2.146 1.930 0.173
O 2.271 3.146 -0.363
C 1.831 3.480 -1.697
C 0.371 3.861 -1.743
C 1.298 0.893 -0.517
H 2.064 2.668 -2.387
H 2.465 4.322 -1.966
H -0.277 3.031 -1.472
H 0.109 4.172 -2.755
H 0.183 4.693 -1.063
H 0.275 0.980 -0.148
H 1.681 -0.092 -0.262
H 1.254 0.990 -1.596
O -1.095 1.205 -2.745
C -2.228 0.824 -2.883
O -3.121 1.140 -1.925
C -4.533 0.908 -2.074
C -4.931 -0.493 -1.666
C -2.645 -0.038 -4.047
H -4.850 1.144 -3.090
H -4.991 1.645 -1.417
H -4.475 -1.246 -2.308
H -6.014 -0.604 -1.728
H -4.623 -0.687 -0.638
H -2.460 -1.079 -3.779
H -2.011 0.215 -4.892
H -3.687 0.064 -4.336
```

## Properties
LUMO: -0.13787 Ha
E_HOMO: -12.33 eV
total energy: -983.25026 hartree
orbital gap: 0.3152 hartree
total charge: +1